# 1
The following is a DFT calculation (ωB97M-V with the def2-TZVPD basis set) of C20H21BrN4O4W as an isolated structure.

Each line ends with the Löwdin charge.
CARTESIAN COORDINATES (ANGSTROEM)
W -1.609 0.186 -0.449  1.652
Br -0.922 0.061 2.112  1.014
O -2.185 1.954 -0.286  -0.270
O -2.780 -2.837 -1.210  0.036
O -1.335 -0.287 -2.231  -0.268
O -1.407 1.737 -4.035  0.092
N 0.396 -0.614 -0.438  -0.166
N -2.834 -1.700 -0.450  -0.092
N 0.895 -0.848 -1.753  0.031
N -3.313 1.203 -0.917  -0.021
C -0.261 3.658 -3.136  0.011
C 5.239 -1.284 2.297  -0.034
C -4.242 0.656 1.433  -0.032
C 1.386 1.925 -1.741  -0.041
C 0.054 -0.075 -2.642  -0.301
C 1.583 -0.902 3.016  -0.015
C 1.203 -0.894 0.539  -0.130
C 2.971 -1.249 3.113  -0.212
C 3.376 -1.956 4.259  0.003
C -3.930 -1.014 -0.577  -0.257
C 5.614 -2.036 3.409  -0.014
C 3.927 -0.891 2.145  -0.023
C -5.100 -1.363 -1.400  0.052
C -3.632 0.293 0.108  -0.522
C 0.861 -0.657 1.887  -0.515
C 4.687 -2.367 4.391  -0.029
C 0.750 4.152 -2.336  -0.039
C 1.589 3.286 -1.638  -0.062
C -0.464 2.286 -3.239  -0.278
C 0.340 1.404 -2.513  -0.151
H 4.994 -2.928 5.263  0.125
H 3.658 -0.237 1.325  0.113
H -4.812 -1.965 -2.260  0.106
H 1.044 -0.839 3.958  0.129
H -3.822 1.586 1.813  0.089
H -5.623 -0.461 -1.710  0.112
H -2.116 -3.411 -0.806  0.130
H 0.810 -1.840 -1.964  0.149
H 2.650 -2.197 5.025  0.128
H 6.646 -2.340 3.524  0.126
H -0.890 4.336 -3.700  0.131
H 0.162 -0.447 -3.659  0.176
H -5.785 -1.960 -0.787  0.128
H 2.164 -1.346 0.312  0.151
H 2.404 3.672 -1.043  0.112
H 2.066 1.242 -1.248  0.104
H -5.317 0.804 1.309  0.106
H -1.880 2.414 -4.535  0.135
H 5.982 -0.987 1.570  0.123
H 0.899 5.221 -2.271  0.122
H -4.093 -0.140 2.163  0.084

The calculation puts the molar mass at 645.2 g mol⁻¹. As for the spin multiplicity: 1. The calculation puts the energy above the lowest of the compared OMol25 structures with the same formula, charge and spin at 1.902 eV. Its net charge is +2.


# 2
The following is a DFT calculation (ωB97M-V with the def2-TZVPD basis set) of an isolated ion of composition C2H2NOS2 and charge -1 at a distorted geometry.

Each line ends with the Löwdin charge.
CARTESIAN COORDINATES (ANGSTROEM)
S 1.333 -1.938 0.055  0.401
S 1.484 0.916 0.844  0.578
O -3.067 0.303 0.729  -0.059
N -0.974 -0.359 0.186  -0.064
C 0.300 -0.317 0.272  -1.108
C -1.879 0.280 0.874  -0.554
H 2.400 0.022 0.786  -0.278
H -1.585 0.859 1.709  0.084

The expectation value of S² is 2.01. The calculation puts the molar mass at 120.2 g mol⁻¹. As for the spin multiplicity: 3. The calculation puts the energy above the lowest of the compared OMol25 structures with the same formula, charge and spin at 1.640 eV. Its net charge is -1.


# 3
The following is a DFT calculation (ωB97M-V with the def2-TZVPD basis set) of one molecule with the formula C6H6FN at a distorted geometry.

Each line ends with the Löwdin charge.
CARTESIAN COORDINATES (ANGSTROEM)
F 0.508 0.338 2.046  0.006
N 0.053 0.132 -2.695  0.171
C -2.507 -0.321 0.073  0.071
C -0.115 0.320 0.777  -0.181
C 2.276 -0.048 -0.154  -0.034
C 0.328 0.129 -1.575  -0.230
C -1.519 0.143 0.888  -0.106
C 0.785 0.242 -0.251  -0.219
H -2.291 -0.946 -0.875  0.099
H 2.545 -1.007 -0.682  0.106
H -1.913 0.523 1.799  0.096
H 2.487 -0.092 0.922  0.071
H -3.523 -0.228 0.325  0.039
H 2.885 0.815 -0.600  0.112

The calculation puts the molar mass at 111.1 g mol⁻¹. Its SMILES is C=C/C(F)=C(/C)C#N. As for the spin multiplicity: 1. The calculation puts the energy above the lowest of the compared OMol25 structures with the same formula, charge and spin at 2.217 eV.


# 4
The following is a DFT calculation (ωB97M-V with the def2-TZVPD basis set) of a 2-piece molecular cluster, C4H5NO3 overall at a distorted geometry.

Each line ends with the Löwdin charge.
CARTESIAN COORDINATES (ANGSTROEM)
O -0.567 1.262 -2.370  0.164
O 1.872 -1.120 0.673  0.201
O 0.377 -0.913 -1.950  0.007
N 1.482 0.056 -2.223  0.151
C -0.169 0.286 0.747  -0.157
C 0.933 -0.452 0.759  -0.212
C 0.217 0.507 -1.898  -0.525
C -1.361 -0.185 1.559  -0.083
H -2.185 -0.463 0.904  0.075
H 2.190 0.097 -1.486  0.103
H 0.015 1.351 0.839  0.123
H -1.675 0.605 2.240  0.076
H -1.126 -1.031 2.203  0.078

The calculation puts the molar mass at 115.1 g mol⁻¹. Its SMILES is O=C1NO1.CC=C=O. As for the spin multiplicity: 1. The calculation puts the energy above the lowest of the compared OMol25 structures with the same formula, charge and spin at 5.295 eV.